Entry w
{
  "formula": "C8H10S",
  "method": "ωB97M-V with the def2-TZVPD basis set",
  "symbols": ["C", "C", "C", "C", "C", "C", "C", "C", "S", "H", "H", "H", "H", "H", "H", "H", "H", "H", "H"],
  "positions_angstrom": [[2.19, -0.16, -0.02], [2.40, 1.13, -0.39], [1.21, -0.78, 0.58], [1.49, 2.10, -0.50], [0.00, -0.11, 1.27], [-1.75, 0.01, -0.72], [-0.83, 0.61, 0.28], [-2.38, -1.37, -0.51], [-2.33, 1.39, 0.32], [3.06, -0.84, -0.22], [3.48, 1.39, -0.47], [1.47, -1.72, 0.82], [1.36, 3.06, -0.97], [-0.59, -0.82, 1.75], [0.14, 0.65, 2.01], [-1.57, 0.27, -1.75], [-1.32, -1.93, -0.48], [-3.04, -1.56, -1.39], [-2.97, -1.32, 0.38]],
  "nbo_charge": [-0.206, -0.372, -0.151, -0.057, -0.530, -0.319, -0.082, -0.640, 0.202, 0.203, 0.213, 0.197, 0.190, 0.215, 0.239, 0.222, 0.226, 0.227, 0.223],
  "orbital_gap_ha": [0.3216, 0.2786]
}

---

Entry x
{
  "formula": "C8H10S",
  "method": "ωB97M-V with the def2-TZVPD basis set",
  "symbols": ["C", "C", "C", "C", "C", "C", "C", "C", "S", "H", "H", "H", "H", "H", "H", "H", "H", "H", "H"],
  "positions_angstrom": [[-0.87, -2.01, 0.83], [0.07, -2.34, -0.07], [0.47, 1.36, 0.04], [-0.51, 0.72, 1.03], [-1.40, -0.52, -1.03], [1.08, 0.16, -0.76], [-1.09, -0.51, 0.43], [-0.01, -0.92, -0.72], [2.55, -0.48, 0.23], [-1.02, -2.30, 1.85], [0.23, -3.25, -0.57], [-0.13, 2.10, -0.42], [1.39, 1.85, 0.41], [-0.28, 0.43, 2.01], [-1.40, 1.48, 1.14], [-2.24, -1.17, -1.20], [-1.36, 0.31, -1.74], [1.63, 0.30, -1.73], [3.29, 0.47, -0.15]],
  "nbo_charge": [-0.146, -0.188, -0.435, -0.409, -0.419, -0.291, -0.100, -0.055, -0.043, 0.209, 0.209, 0.218, 0.228, 0.225, 0.198, 0.234, 0.229, 0.242, 0.094],
  "smiles": "S[C@@H]1CC[C@@]23C=C[C@@]12C3",
  "orbital_gap_ha": 0.3247
}

---

entry x wins, 0.0695 hartree ahead of the next structure.